{"formula": "C6H12", "method": "ωB97M-V/def2-TZVPD", "species": ["C", "C", "C", "C", "C", "C", "H", "H", "H", "H", "H", "H", "H", "H", "H", "H", "H", "H"], "xyz": [[2.06979, -0.48491, 0.39994], [0.91964, -0.95097, -0.48836], [-0.39537, -1.32342, 0.16867], [-1.12485, -0.25078, -0.45388], [-1.52202, 1.31454, 0.85471], [0.11699, 0.16806, -1.22591], [1.74191, 0.31553, 1.07584], [2.91052, -0.10721, -0.19643], [2.43738, -1.31168, 1.01832], [1.29668, -1.70310, -1.19607], [-0.85138, -0.05250, 0.77177], [-0.75112, -2.19186, 0.71005], [-2.15660, -0.21395, -0.80336], [-1.66468, 2.08352, 0.09176], [-2.45380, 1.12757, 1.39640], [-0.72828, 1.63365, 1.54596], [-0.01471, -0.02454, -2.29472], [0.45500, 1.19956, -1.08293]], "energy_ha": -235.59629, "e_above_lowest_kj_mol": 582.7, "charge": 0}


{"formula": "C24H38IrN11O3Si", "method": "ωB97M-V/def2-TZVPD", "species": ["Ir", "C", "N", "C", "C", "N", "C", "C", "C", "C", "C", "C", "N", "C", "N", "C", "C", "C", "C", "C", "C", "N", "H", "H", "H", "H", "H", "H", "H", "H", "H", "H", "H", "H", "H", "H", "H", "N", "N", "C", "N", "N", "N", "O", "O", "H", "H", "H", "H", "H", "C", "Si", "C", "C", "H", "H", "H", "H", "H", "H", "H", "H", "H", "C", "N", "C", "C", "C", "O", "H", "H", "H", "H", "H", "H", "H", "H", "H"], "xyz": [[-0.79144, -0.31924, 0.55695], [0.07482, 0.98455, 3.11912], [-0.88452, -0.09545, 2.69943], [-2.25367, 0.08694, 3.26554], [-3.13588, 0.71623, 2.23455], [-2.74389, 0.79174, 0.98749], [-3.79510, 1.40501, 0.29684], [-3.89018, 1.81889, -1.03113], [-5.05990, 2.43821, -1.41642], [-6.10933, 2.65811, -0.50690], [-6.01416, 2.28750, 0.81781], [-4.82907, 1.66368, 1.19609], [-4.37456, 1.20490, 2.43003], [0.48495, 1.81394, 1.94550], [0.18580, 1.43528, 0.72269], [0.69318, 2.42885, -0.13908], [0.62440, 2.61563, -1.52190], [1.21297, 3.74887, -2.04058], [1.85937, 4.69217, -1.22475], [1.91675, 4.53426, 0.14236], [1.31561, 3.39056, 0.65854], [1.16726, 2.96733, 1.97419], [0.94900, 0.51711, 3.57703], [-0.38206, 1.61413, 3.88477], [-0.53094, -0.96524, 3.08026], [-2.21916, 0.69075, 4.17467], [-2.64022, -0.89104, 3.56260], [-3.06136, 1.69997, -1.71498], [-5.17391, 2.78446, -2.43414], [-7.00697, 3.15114, -0.85315], [-6.81135, 2.48731, 1.52002], [-4.85301, 1.28748, 3.31359], [0.11070, 1.91825, -2.16573], [1.16807, 3.92936, -3.10563], [2.30571, 5.56537, -1.67896], [2.39014, 5.26852, 0.77929], [1.46254, 3.46294, 2.80070], [-1.96438, -2.18926, 0.50185], [-1.45567, -3.51394, 0.53341], [-0.15649, -3.81168, 0.77208], [0.19965, -5.07677, 0.81739], [0.60928, -2.70997, 0.89546], [1.90203, -2.85879, 1.09468], [2.48711, -3.89181, 1.32682], [2.52980, -1.73764, 1.05622], [-2.70376, -2.13372, 1.20086], [-2.41191, -2.06867, -0.40592], [-2.13479, -4.25544, 0.43920], [-0.47068, -5.81447, 0.65447], [1.14388, -5.33497, 1.06601], [4.90600, -1.94025, 2.76758], [4.41220, -1.55826, 1.03777], [5.05563, -2.72943, -0.22425], [4.43954, 0.22812, 0.57798], [5.99804, -1.89546, 2.81591], [4.61230, -2.93092, 3.11132], [4.52357, -1.19552, 3.46740], [6.14560, -2.70067, -0.11640], [4.82629, -2.40224, -1.23972], [4.75690, -3.76837, -0.10579], [5.34087, 0.68464, 0.99449], [3.59034, 0.78906, 0.97230], [4.47029, 0.37820, -0.50125], [-0.06921, -0.98481, -4.94843], [0.31905, -0.67372, -3.56617], [1.73176, -0.38299, -3.33018], [-0.55569, -0.68355, -2.57369], [-1.99030, -0.98014, -2.89026], [-0.16491, -0.41622, -1.40456], [0.82354, -0.93550, -5.56347], [-0.78809, -0.25969, -5.32631], [-0.48183, -1.98950, -5.02490], [2.07963, 0.30352, -4.09901], [2.31139, -1.30573, -3.38867], [1.85450, 0.07552, -2.35410], [-2.37882, -0.25924, -3.61207], [-2.60217, -0.89196, -1.99285], [-2.10106, -1.96622, -3.34189]], "energy_ha": -2158.34325, "e_above_lowest_kj_mol": 0.0, "charge": 3, "multiplicity": 2}


{"formula": "C40H46HfN10O4S2", "method": "ωB97M-V/def2-TZVPD", "species": ["Hf", "C", "C", "C", "N", "C", "C", "C", "C", "C", "C", "C", "N", "C", "C", "C", "N", "C", "C", "C", "C", "C", "C", "C", "N", "C", "C", "H", "H", "H", "H", "H", "H", "H", "H", "H", "H", "H", "H", "H", "H", "H", "H", "H", "H", "H", "H", "H", "H", "H", "H", "H", "H", "N", "C", "C", "C", "C", "C", "C", "N", "C", "C", "C", "S", "C", "N", "H", "H", "H", "H", "H", "H", "H", "C", "C", "S", "O", "O", "C", "C", "N", "C", "N", "C", "C", "N", "O", "O", "C", "H", "H", "H", "H", "H", "H", "H", "H", "H", "H", "H", "H", "H"], "xyz": [[-0.25154, -0.14796, 0.17816], [1.15729, -2.96885, 0.28622], [2.34598, -2.60217, 1.16637], [2.12294, -1.47457, 2.16497], [1.39601, -0.30683, 1.64621], [1.33800, 0.73340, 2.51083], [1.61100, 0.57974, 3.87840], [1.70723, 1.47250, 4.93614], [1.71758, 2.85122, 4.92264], [1.54704, 3.62736, 3.79209], [1.17598, 3.24324, 2.51366], [0.91123, 1.99840, 1.92174], [0.34712, 1.89047, 0.69674], [-0.35977, 3.08749, 0.21770], [-1.68918, 3.25979, 0.94804], [-2.65542, 2.18166, 0.48378], [-2.19285, 0.81192, 0.74502], [-2.88412, 0.11244, 1.65065], [-3.78844, 0.68274, 2.57089], [-4.88154, 0.14044, 3.22153], [-5.42722, -1.12685, 3.08041], [-4.80732, -2.19044, 2.45532], [-3.50964, -2.27834, 1.96827], [-2.52915, -1.30084, 1.75205], [-1.23453, -1.56718, 1.49909], [-0.71678, -2.84726, 2.00832], [-0.00426, -3.68189, 0.96196], [0.79704, -2.04584, -0.19873], [1.49820, -3.61202, -0.52519], [2.65208, -3.48553, 1.73025], [3.18645, -2.33231, 0.53298], [1.63215, -1.88803, 3.04469], [3.10282, -1.12919, 2.50591], [1.73584, -0.44542, 4.19380], [1.84960, 1.00893, 5.90599], [1.89860, 3.36290, 5.85937], [1.67162, 4.69550, 3.92589], [1.06432, 4.08639, 1.85013], [0.25310, 3.98226, 0.28869], [-0.57602, 2.97829, -0.83683], [-1.53442, 3.19147, 2.02760], [-2.11224, 4.24206, 0.72802], [-3.63950, 2.33527, 0.91954], [-2.78545, 2.29366, -0.59213], [-3.60979, 1.73129, 2.77603], [-5.41792, 0.82652, 3.86717], [-6.39783, -1.30187, 3.52717], [-5.37264, -3.11620, 2.41590], [-3.21790, -3.26953, 1.64341], [-0.04668, -2.62466, 2.83560], [-1.52198, -3.43856, 2.43300], [0.37441, -4.58646, 1.44381], [-0.72708, -3.99756, 0.20448], [2.68128, 1.49973, -2.64173], [3.60538, 0.49203, -2.43042], [4.94405, 0.39430, -2.78817], [5.54657, -0.82886, -2.58843], [4.81583, -1.91854, -2.09137], [3.49134, -1.80268, -1.72657], [2.88149, -0.55258, -1.84665], [1.55721, -0.13354, -1.63392], [1.49301, 1.06535, -2.19257], [0.21908, 1.65130, -2.56903], [-0.01764, 2.63494, -3.47542], [-1.69222, 2.74930, -3.76940], [-1.96764, 1.48139, -2.66600], [-0.89928, 0.99922, -2.10389], [2.86950, 2.39506, -3.06002], [5.47743, 1.22367, -3.23567], [6.58558, -0.96359, -2.85772], [5.30163, -2.88322, -2.01606], [2.93991, -2.67617, -1.42126], [0.68480, 3.27301, -3.99077], [-2.96610, 1.10591, -2.48252], [-3.80471, -7.64722, -0.10364], [-4.70249, -6.62418, -0.79554], [-3.69907, -5.25036, -1.32303], [-3.33228, -4.44252, -0.17548], [-2.64570, -5.74134, -2.17388], [-4.80377, -4.23482, -2.32423], [-4.04332, -3.37732, -3.34196], [-2.83488, -2.72537, -2.80956], [-2.80428, -1.83138, -1.79302], [-1.55053, -1.55950, -1.43549], [-0.75086, -2.29802, -2.27336], [-1.52216, -3.02128, -3.10788], [-1.02934, -3.89270, -4.14866], [0.13055, -4.23125, -4.03952], [-1.79543, -4.23601, -5.02858], [-4.05662, -1.24920, -1.24085], [-4.41869, -8.42946, 0.33718], [-3.21961, -7.18252, 0.69044], [-3.12124, -8.09885, -0.81882], [-5.46731, -6.21538, -0.13389], [-5.15898, -7.02978, -1.70014], [-5.37043, -3.63512, -1.61368], [-5.47685, -4.90788, -2.85631], [-4.71479, -2.60635, -3.71427], [-3.72186, -3.98047, -4.17855], [0.32380, -2.26583, -2.27220], [-4.78555, -1.07839, -2.03477], [-3.84104, -0.30903, -0.74233], [-4.50218, -1.91812, -0.50426]], "energy_ha": -3244.32608, "e_above_lowest_kj_mol": 65.3, "charge": 2}